--- 1 ---
The following is a quantum chemistry calculation of a molecular structure, C15H25NO4, from the OMol25 dataset.

XYZ file:
```
45
C15H25NO4 the ωB97M-V functional and the def2-TZVPD basis
C -1.50 4.01 2.91
C -0.13 4.58 2.56
O 0.46 4.33 1.24
C 0.80 3.18 0.96
C 0.86 2.23 1.74
C 1.41 0.97 1.50
C 1.65 0.76 0.28
C 1.62 1.88 -0.90
C 1.17 3.11 -0.41
H 0.95 3.82 -1.05
H 2.03 1.68 -1.80
O 2.32 -0.29 -0.51
C 2.03 -1.54 0.22
C 2.52 -2.84 -0.56
O 1.25 -3.22 -1.28
C 0.65 -2.42 -2.00
C -0.55 -3.27 -2.87
N -1.48 -3.80 -2.00
H -0.90 -4.33 -1.39
C -2.47 -2.98 -1.56
C -2.27 -1.87 -0.59
O -1.69 -0.70 -0.85
C -1.63 0.26 -0.03
H -1.28 1.15 -0.39
H -0.92 0.12 0.55
H -2.73 0.45 0.26
H -1.74 -2.37 0.19
H -3.06 -1.80 -0.05
H -3.36 -3.59 -1.23
H -2.90 -2.44 -2.50
H 0.23 -4.06 -3.46
H -0.86 -2.49 -3.75
H 1.50 -2.12 -2.84
H 0.11 -1.51 -1.68
H 2.77 -3.60 0.02
H 3.37 -2.58 -1.34
H 3.03 -1.49 0.91
H 1.26 -1.83 1.09
H 1.69 0.15 2.18
H 0.96 2.32 3.08
H -0.27 5.66 2.80
H 0.68 4.38 3.67
H -1.88 4.43 3.92
H -2.33 4.52 2.17
H -1.38 3.13 2.76
```

Results
* spin multiplicity: 1
* Kohn-Sham gap: 8.44 eV


--- 2 ---
The following is a quantum chemistry calculation of C15H25NO4 in the gas phase, from the OMol25 dataset.

XYZ file:
```
45
C15H25NO4 the ωB97M-V functional and the def2-TZVPD basis
C 5.90 -1.35 -2.09
C 5.80 -0.54 -0.80
O 5.06 -1.20 0.20
C 3.70 -1.25 0.10
C 2.91 -0.58 -0.83
C 1.54 -0.71 -0.80
C 0.91 -1.50 0.15
O -0.46 -1.56 0.05
C -1.20 -2.20 1.06
C -1.26 -1.42 2.39
O -2.25 -0.42 2.45
C -1.97 0.79 1.77
C -2.50 0.82 0.32
N -2.42 2.13 -0.30
C -3.46 3.07 0.09
C -4.76 2.86 -0.71
O -4.75 3.46 -1.98
C -3.95 2.78 -2.92
C 1.68 -2.17 1.09
C 3.06 -2.04 1.06
H 6.34 -2.32 -1.88
H 4.91 -1.50 -2.53
H 6.52 -0.82 -2.81
H 6.80 -0.42 -0.36
H 5.40 0.46 -1.00
H 3.36 0.05 -1.59
H 0.93 -0.19 -1.52
H -2.22 -2.29 0.66
H -0.82 -3.21 1.25
H -0.27 -0.98 2.59
H -1.51 -2.11 3.19
H -0.89 1.00 1.78
H -2.48 1.56 2.35
H -3.53 0.48 0.32
H -1.91 0.13 -0.30
H -1.51 2.52 -0.13
H -3.11 4.08 -0.12
H -3.71 3.01 1.16
H -5.59 3.34 -0.18
H -4.97 1.79 -0.80
H -2.90 2.74 -2.61
H -4.04 3.35 -3.85
H -4.31 1.76 -3.08
H 1.24 -2.79 1.85
H 3.67 -2.56 1.78
```

Results
* spin multiplicity: 1
* Kohn-Sham gap: 8.79 eV


Stability, lowest: 1


--- 1 ---
The following is a quantum chemistry calculation of 2 unconnected molecules or ions with the total composition C16H17N, from the OMol25 dataset.

XYZ file:
```
34
C16H17N the ωB97M-V functional and the def2-TZVPD basis
C -1.02 -2.37 1.44
C 0.43 -2.24 1.73
C 1.32 -3.21 2.07
N 2.57 -2.62 2.27
C 2.49 -1.27 2.06
C 3.46 -0.29 2.31
C 3.04 1.02 2.19
C 1.70 1.35 1.87
C 0.78 0.34 1.62
C 1.14 -0.98 1.78
H -1.18 -3.30 0.90
H -1.41 -1.47 0.97
H -1.63 -2.46 2.35
H 1.15 -4.25 2.29
H 3.41 -3.16 2.30
H 4.43 -0.55 2.69
H 3.70 1.87 2.33
H 1.35 2.37 1.84
H -0.22 0.70 1.42
C -0.06 0.49 -3.65
C -1.16 1.08 -2.76
C -1.46 0.61 -1.49
C -2.60 1.07 -0.86
C -3.39 2.07 -1.41
C -2.93 2.68 -2.56
C -1.82 2.20 -3.28
H -0.20 -0.59 -3.63
H 0.89 0.72 -3.15
H 0.01 0.93 -4.63
H -0.87 -0.17 -1.03
H -2.73 0.72 0.16
H -4.31 2.44 -0.99
H -3.36 3.59 -2.97
H -1.53 2.69 -4.19
```

Results
* spin multiplicity: 1
* Kohn-Sham gap: 8.75 eV


--- 2 ---
The following is a quantum chemistry calculation of 2 unconnected molecules or ions with the total composition C16H17N, from the OMol25 dataset.

XYZ file:
```
34
C16H17N the ωB97M-V functional and the def2-TZVPD basis
C 2.04 -3.09 0.14
C 0.88 -3.55 -0.70
C 0.85 -4.60 -1.57
N -0.37 -4.63 -2.21
C -1.10 -3.54 -1.84
C -2.29 -3.03 -2.36
C -2.75 -1.81 -1.91
C -1.98 -1.10 -0.96
C -0.80 -1.58 -0.43
C -0.34 -2.81 -0.91
H 2.55 -2.29 -0.38
H 2.72 -3.91 0.36
H 1.69 -2.72 1.10
H 1.41 -5.53 -1.55
H -0.63 -5.19 -3.01
H -2.89 -3.66 -3.00
H -3.63 -1.36 -2.33
H -2.39 -0.15 -0.64
H -0.31 -0.91 0.25
C -1.59 4.01 2.37
C -0.15 4.11 1.94
C 0.38 5.36 1.63
C 1.73 5.46 1.29
C 2.52 4.32 1.26
C 2.03 3.10 1.69
C 0.66 2.99 1.97
H -1.74 4.53 3.31
H -1.86 2.98 2.55
H -2.29 4.39 1.62
H -0.26 6.21 1.46
H 2.23 6.40 1.09
H 3.57 4.41 1.00
H 2.62 2.22 1.88
H 0.27 2.04 2.32
```

Results
* spin multiplicity: 1
* Kohn-Sham gap: 8.73 eV


Stability, lowest: 1


--- 1 ---
The following is a quantum chemistry calculation of 2 unconnected molecules or ions with the total composition C16H17N, from the OMol25 dataset.

XYZ file:
```
34
C16H17N the ωB97M-V functional and the def2-TZVPD basis
C 1.90 -1.05 -2.49
C 2.52 -0.57 -1.23
C 2.76 -1.23 -0.08
N 3.16 -0.35 0.91
C 3.19 0.91 0.39
C 3.64 2.10 0.97
C 3.61 3.24 0.19
C 3.09 3.20 -1.12
C 2.69 2.01 -1.69
C 2.78 0.83 -0.95
H 0.85 -0.74 -2.58
H 1.91 -2.12 -2.66
H 2.40 -0.60 -3.34
H 2.68 -2.29 0.12
H 3.61 -0.64 1.76
H 4.17 2.06 1.91
H 3.92 4.21 0.57
H 2.95 4.12 -1.68
H 2.35 2.05 -2.71
C -3.67 -2.04 -1.05
C -3.64 -1.33 0.27
C -4.67 -0.49 0.67
C -4.62 0.13 1.92
C -3.54 -0.05 2.76
C -2.50 -0.88 2.36
C -2.55 -1.50 1.13
H -4.42 -2.83 -1.03
H -2.74 -2.54 -1.31
H -3.93 -1.35 -1.86
H -5.55 -0.30 0.07
H -5.46 0.75 2.20
H -3.53 0.46 3.72
H -1.67 -1.04 3.04
H -1.74 -2.14 0.81
```

Results
* spin multiplicity: 1
* Kohn-Sham gap: 8.67 eV


--- 2 ---
The following is a quantum chemistry calculation of 2 unconnected molecules or ions with the total composition C16H17N, from the OMol25 dataset.

XYZ file:
```
34
C16H17N the ωB97M-V functional and the def2-TZVPD basis
C -2.78 -1.08 -0.28
C -1.32 -1.43 -0.10
C -0.21 -0.77 0.40
N 0.95 -1.51 0.26
C 0.55 -2.78 -0.14
C 1.29 -3.95 -0.27
C 0.66 -5.09 -0.60
C -0.73 -5.09 -0.86
C -1.54 -3.94 -0.81
C -0.84 -2.77 -0.37
H -3.05 -1.04 0.80
H -3.40 -1.88 -0.63
H -2.86 -0.06 -0.68
H -0.28 0.16 0.94
H 1.86 -1.14 0.11
H 2.41 -3.93 -0.05
H 1.10 -6.06 -0.75
H -1.26 -5.99 -1.16
H -2.57 -3.87 -1.10
C 0.53 4.95 1.98
C 0.68 3.97 0.86
C -0.39 3.19 0.42
C -0.16 2.22 -0.54
C 1.07 2.07 -1.17
C 2.12 2.86 -0.73
C 1.92 3.84 0.24
H -0.44 4.79 2.44
H 0.66 5.99 1.66
H 1.33 4.89 2.76
H -1.34 3.40 0.88
H -1.00 1.61 -0.93
H 1.15 1.27 -1.88
H 3.08 2.75 -1.23
H 2.82 4.40 0.54
```

Results
* spin multiplicity: 1
* Kohn-Sham gap: 8.51 eV


Stability, lowest: 2


--- 1 ---
The following is a quantum chemistry calculation of C3H4N2O2S in the gas phase, from the OMol25 dataset.

XYZ file:
```
12
C3H4N2O2S the ωB97M-V functional and the def2-TZVPD basis
O 2.78 0.72 -0.16
C 2.43 -0.29 0.41
N 1.55 -1.23 -0.08
C 0.30 -1.20 -0.29
N -0.61 -0.15 -0.09
S -2.28 -0.58 0.04
C -0.26 1.20 -0.17
O -1.04 2.09 0.07
H 2.87 -0.59 1.40
H -0.17 -2.11 -0.71
H -2.36 -0.56 1.39
H 0.77 1.38 -0.50
```

Results
* spin multiplicity: 1
* Kohn-Sham gap: 10.63 eV


--- 2 ---
The following is a quantum chemistry calculation of C3H4N2O2S in the gas phase, from the OMol25 dataset.

XYZ file:
```
12
C3H4N2O2S the ωB97M-V functional and the def2-TZVPD basis
O -2.80 -0.42 -0.19
C -1.60 -0.31 -0.08
N -0.87 0.83 -0.31
C 0.46 0.96 0.28
C 1.27 -0.27 0.01
S 2.90 -0.33 -0.16
N 0.50 -1.36 -0.15
O -0.84 -1.40 0.25
H -1.37 1.64 -0.58
H 0.45 1.13 1.41
H 0.97 1.81 -0.18
H 0.90 -2.29 -0.27
```

Results
* spin multiplicity: 1
* Kohn-Sham gap: 9.29 eV


--- 3 ---
The following is a quantum chemistry calculation of a molecular structure, C3H4N2O2S, from the OMol25 dataset.

XYZ file:
```
12
C3H4N2O2S the ωB97M-V functional and the def2-TZVPD basis
C -1.33 -0.62 0.13
C 0.97 -1.06 0.00
C 0.26 1.38 0.08
H -4.21 0.75 -0.07
H -1.55 -1.72 0.42
H 0.58 -2.19 -0.18
H -0.87 1.80 -0.05
N -2.30 0.18 0.01
N 0.07 -0.10 0.16
O -3.71 -0.36 -0.15
O 1.28 1.86 -0.04
S 2.61 -0.59 -0.06
```

Results
* spin multiplicity: 1
* Kohn-Sham gap: 8.21 eV


Stability, lowest: 3


--- 1 ---
The following is a quantum chemistry calculation of 6 unconnected molecules or ions with the total composition C21H52N2O6, from the OMol25 dataset.

XYZ file:
```
81
C21H52N2O6 the ωB97M-V functional and the def2-TZVPD basis
C 13.43 14.52 14.13
C 12.88 15.70 13.21
C 12.89 17.07 13.92
C 13.90 15.80 12.07
C 13.49 16.46 10.76
C 12.21 15.86 10.36
C 11.09 15.93 11.47
C 10.64 17.40 11.75
C 9.91 15.17 10.94
N 11.59 15.17 12.72
O 10.56 15.23 13.67
H 13.49 13.61 13.52
H 14.44 14.69 14.52
H 12.75 14.27 14.89
H 12.07 17.09 14.68
H 13.84 17.26 14.49
H 12.77 17.93 13.27
H 14.64 16.38 12.49
H 14.16 14.80 11.74
H 13.32 17.47 11.07
H 14.29 16.42 9.94
H 12.40 14.75 10.20
H 11.71 16.34 9.51
H 11.45 18.12 11.57
H 10.30 17.40 12.81
H 9.77 17.59 11.12
H 9.05 15.10 11.58
H 10.24 14.14 10.76
H 9.40 15.63 10.11
H 10.44 14.25 13.81
C 13.35 7.34 7.74
C 12.28 7.50 6.60
C 12.99 8.23 5.41
C 11.66 6.20 6.17
C 10.45 6.41 5.32
C 9.30 7.19 6.08
C 9.78 8.55 6.56
C 9.70 9.62 5.45
C 8.97 9.07 7.74
N 11.16 8.36 7.19
O 11.64 9.63 7.62
H 12.84 6.99 8.66
H 13.90 8.26 7.99
H 14.11 6.52 7.63
H 13.61 9.11 5.68
H 12.24 8.45 4.65
H 13.82 7.56 5.08
H 12.44 5.62 5.60
H 11.36 5.66 7.11
H 9.97 5.44 5.16
H 10.70 6.84 4.33
H 9.15 6.48 6.97
H 8.36 7.22 5.53
H 8.74 10.10 5.55
H 10.46 10.39 5.70
H 9.98 9.12 4.51
H 8.92 8.32 8.52
H 9.55 9.92 8.13
H 7.96 9.20 7.38
H 12.11 10.03 6.87
C 13.11 11.75 10.28
O 13.76 10.90 9.30
H 13.61 12.73 10.36
H 12.09 11.90 10.05
H 13.20 11.24 11.27
H 13.03 10.32 9.00
C 14.60 15.80 4.75
O 13.44 15.74 5.55
H 14.64 15.19 3.84
H 14.67 16.82 4.39
H 15.53 15.65 5.28
H 12.78 15.19 5.13
C 14.11 11.92 5.57
O 13.34 11.70 6.77
H 14.64 12.85 5.56
H 14.72 11.02 5.42
H 13.40 11.98 4.77
H 13.90 11.39 7.50
O 11.77 13.75 6.65
H 12.37 12.99 6.79
H 11.82 14.33 7.47
```

Results
* spin multiplicity: 1
* Kohn-Sham gap: 9.08 eV


--- 2 ---
The following is a quantum chemistry calculation of 6 unconnected molecules or ions with the total composition C21H52N2O6, from the OMol25 dataset.

XYZ file:
```
81
C21H52N2O6 the ωB97M-V functional and the def2-TZVPD basis
C 1.22 2.42 -1.76
C 0.52 3.44 -0.90
C 1.53 4.60 -0.64
C -0.82 3.87 -1.60
C -1.68 4.69 -0.67
C -1.96 3.85 0.55
C -0.73 3.26 1.28
C -0.06 4.35 2.13
C -1.23 2.17 2.20
N 0.10 2.66 0.26
O 1.19 2.07 0.91
H 2.15 2.08 -1.31
H 0.59 1.53 -1.92
H 1.55 2.81 -2.74
H 1.06 5.54 -0.32
H 2.20 4.24 0.15
H 2.14 4.77 -1.53
H -0.63 4.29 -2.57
H -1.31 2.91 -1.80
H -1.20 5.61 -0.35
H -2.64 4.99 -1.13
H -2.57 2.99 0.27
H -2.51 4.41 1.32
H -0.03 5.27 1.53
H 0.90 4.03 2.47
H -0.66 4.49 3.02
H -0.44 2.02 2.93
H -1.42 1.24 1.64
H -2.15 2.47 2.70
H 1.04 1.12 0.83
C -1.54 -0.69 -0.78
C -1.99 -2.13 -0.36
C -1.97 -2.22 1.17
C -3.48 -2.56 -0.84
C -3.48 -2.81 -2.36
C -2.46 -3.95 -2.67
C -1.00 -3.55 -2.24
C -0.12 -4.80 -2.41
C -0.48 -2.42 -3.22
N -1.10 -3.22 -0.80
O 0.20 -2.86 -0.32
H -1.98 -0.42 -1.73
H -1.89 0.01 -0.02
H -0.45 -0.69 -0.89
H -2.74 -1.55 1.59
H -2.09 -3.25 1.53
H -1.02 -1.83 1.52
H -3.75 -3.46 -0.31
H -4.14 -1.79 -0.43
H -4.44 -3.07 -2.80
H -3.26 -1.85 -2.89
H -2.41 -4.18 -3.75
H -2.66 -4.92 -2.19
H -0.63 -5.59 -1.87
H 0.84 -4.66 -1.93
H -0.02 -5.02 -3.48
H 0.47 -1.98 -2.91
H -1.19 -1.60 -3.31
H -0.36 -2.91 -4.20
H 0.39 -3.54 0.34
C 2.87 -1.10 -1.74
O 3.42 -0.35 -0.65
H 1.95 -0.59 -2.06
H 3.56 -0.96 -2.59
H 2.62 -2.16 -1.54
H 2.86 -0.43 0.12
C 3.77 1.03 2.82
O 2.81 0.11 3.51
H 4.62 0.42 2.44
H 3.29 1.64 2.00
H 4.17 1.71 3.59
H 2.22 0.67 3.97
C 1.88 -3.19 4.04
O 3.06 -2.78 3.30
H 1.40 -3.99 3.46
H 2.10 -3.62 5.03
H 1.20 -2.33 4.11
H 3.28 -1.88 3.58
O 1.11 -0.63 1.24
H 1.65 -0.77 2.05
H 0.76 -1.49 0.93
```

Results
* spin multiplicity: 1
* Kohn-Sham gap: 8.67 eV


Stability, lowest: 1


--- 1 ---
The following is a quantum chemistry calculation of 2 unconnected molecules or ions with the total composition C3H8BrN2, from the OMol25 dataset.

XYZ file:
```
14
C3H8BrN2 the ωB97M-V functional and the def2-TZVPD basis
C 0.77 -0.58 0.11
C -1.90 1.04 -0.13
C 1.76 -0.22 -0.85
N -1.49 -0.31 0.04
N 0.69 -1.00 1.31
Br 3.54 0.00 0.08
H -1.62 1.66 -0.95
H -2.92 1.04 -0.54
H -1.85 1.61 0.91
H 1.48 0.68 -1.34
H 1.90 -0.99 -1.63
H -1.60 -0.80 -0.85
H 1.48 -1.13 1.95
H -0.23 -1.01 1.88
```

Results
* spin multiplicity: 1
* total charge: +1
* Kohn-Sham gap: 8.13 eV


--- 2 ---
The following is a quantum chemistry calculation of 2 unconnected molecules or ions with the total composition C3H8BrN2, from the OMol25 dataset.

XYZ file:
```
14
C3H8BrN2 the ωB97M-V functional and the def2-TZVPD basis
C 0.32 0.43 -0.25
C 1.37 -1.15 1.21
C -1.33 1.68 -1.59
N 1.31 -0.37 -0.06
N -0.55 0.75 -0.94
Br -2.28 -0.34 2.39
H 0.57 -1.87 1.19
H 2.36 -1.83 1.03
H 1.36 -0.50 2.12
H -2.42 1.53 -1.14
H -1.42 1.46 -2.63
H -0.91 2.67 -1.37
H 2.07 -0.42 -0.72
H -3.08 -0.45 3.60
```

Results
* spin multiplicity: 1
* total charge: +1
* Kohn-Sham gap: 9.48 eV


Stability, lowest: 1


--- 1 ---
The following is a quantum chemistry calculation of 2 unconnected molecules or ions with the total composition C3H5NS2, from the OMol25 dataset.

XYZ file:
```
11
C3H5NS2 the ωB97M-V functional and the def2-TZVPD basis
C 2.34 0.15 0.02
C -0.43 1.21 0.00
C -0.86 -0.21 0.15
N 0.83 1.49 -0.11
S 3.76 0.76 0.03
S -1.56 2.44 -0.05
H 1.82 -0.78 0.02
H -0.69 -0.74 -0.79
H -1.92 -0.26 0.39
H -0.29 -0.71 0.93
H 1.15 2.45 -0.22
```

Results
* spin multiplicity: 1
* Kohn-Sham gap: 6.31 eV


--- 2 ---
The following is a quantum chemistry calculation of C3H5NS2 in the gas phase, from the OMol25 dataset.

XYZ file:
```
11
C3H5NS2 the ωB97M-V functional and the def2-TZVPD basis
C -1.37 0.24 0.49
C -0.25 0.42 -0.49
N 0.71 -0.73 -0.65
C 1.84 -0.09 -0.11
S 3.26 -0.78 0.31
S 1.17 1.55 0.01
H -0.95 0.33 1.47
H -1.77 -0.72 0.38
H -2.25 0.93 0.56
H -0.63 0.56 -1.46
H 0.24 -1.70 -0.51
```

Results
* spin multiplicity: 1
* Kohn-Sham gap: 9.04 eV


--- 3 ---
The following is a quantum chemistry calculation of C3H5NS2 in the gas phase, from the OMol25 dataset.

XYZ file:
```
11
C3H5NS2 the ωB97M-V functional and the def2-TZVPD basis
S -0.14 -0.94 2.10
C -0.54 -0.06 0.54
C -0.10 -0.64 -0.75
C 0.73 0.15 -1.43
S 1.37 1.53 -0.56
N 0.14 1.26 0.72
H 0.06 -2.15 1.51
H -1.57 0.31 0.56
H -0.66 -1.51 -0.98
H 1.07 -0.06 -2.41
H -0.37 2.12 0.70
```

Results
* spin multiplicity: 1
* Kohn-Sham gap: 8.73 eV


Stability, lowest: 1